ORCA calculation (ωB97M-V/def2-TZVPD) on a molecular structure, C29H59AsF12N7O11 in a non-equilibrium geometry.

Calculated values
Total charge: -1
HOMO-LUMO gap in eV: 9.67
Relative energy (zero: lowest compared OMol25 entry of this formula, charge and spin) in kcal per mole: 0.0
Electronic energy in Eh: -5785.94000

CARTESIAN COORDINATES (ANGSTROEM)
As1 -0.75323 -1.02598 0.48529
F1 -0.70988 -2.27302 1.69232
F2 -1.31241 0.15147 1.62355
F3 -0.82035 0.16113 -0.77979
F4 -0.22830 -2.12824 -0.76654
F5 -2.41002 -1.46434 0.20795
F6 0.87877 -0.58800 0.82665
C1 -1.67240 3.47499 5.07691
C2 -2.53753 3.76101 3.85805
O1 -3.07312 4.84050 3.73984
N1 -2.72190 2.73729 3.00050
C3 -3.42982 2.86972 1.75140
H1 -1.23958 2.47021 5.10351
H2 -2.33226 3.62666 5.92485
H3 -0.79555 4.11855 5.02982
H4 -2.34636 1.84305 3.25386
H5 -3.19742 2.03180 1.09774
H6 -3.08886 3.74385 1.19222
H7 -4.50700 2.95971 1.89462
C4 -2.30456 2.70138 -2.49326
C5 -1.74017 4.01156 -2.95566
O2 -1.80639 4.99801 -2.26019
N2 -1.11561 3.99922 -4.13785
C6 -0.50965 5.19468 -4.67999
H8 -1.49946 2.16895 -1.96434
H9 -2.67360 2.00348 -3.24111
H10 -3.04343 2.87133 -1.71963
H11 -0.97490 3.13760 -4.65193
H12 -1.26418 5.82361 -5.15717
H13 0.23104 4.91637 -5.42939
H14 -0.00627 5.78945 -3.92121
C7 -0.53978 -1.45883 4.95138
C8 -0.65577 -2.94072 5.22860
O3 -0.93525 -3.36169 6.33775
N3 -0.52141 -3.75485 4.15983
C9 -0.64370 -5.18468 4.23976
H15 -1.01193 -1.27252 3.98242
H16 0.50195 -1.16003 4.82781
H17 -1.04559 -0.87031 5.70413
H18 -0.41804 -3.34319 3.24145
H19 -1.32506 -5.45789 5.04555
H20 0.30365 -5.70009 4.43894
H21 -1.01565 -5.58987 3.29821
C10 0.39704 -4.69039 -3.44385
C11 -1.07842 -4.87221 -3.14433
O4 -1.86688 -5.25444 -3.99503
N4 -1.44779 -4.62601 -1.87212
C12 -2.80626 -4.84396 -1.40144
H22 0.57792 -3.70075 -3.86565
H23 0.63357 -5.38370 -4.24942
H24 0.98422 -4.89770 -2.55434
H25 -0.87048 -4.06547 -1.26553
H26 -3.23512 -5.58874 -2.06161
H27 -3.40767 -3.93126 -1.38968
H28 -2.72151 -5.12906 -0.35334
C13 5.27892 0.87623 -1.27744
C14 5.11731 -0.01505 -2.49876
O5 5.99749 -0.03649 -3.34201
N5 4.00985 -0.76896 -2.60270
C15 2.84909 -0.67432 -1.75472
H29 6.17689 1.45739 -1.42995
H30 5.39579 0.23565 -0.39979
H31 4.39616 1.50880 -1.16916
H32 3.88631 -1.30259 -3.44497
H33 3.12205 -0.42272 -0.73312
H34 2.32477 -1.62856 -1.73675
H35 2.08741 0.06616 -2.02682
C16 2.53148 5.05401 -1.49267
C17 2.53584 4.69282 -0.02694
O6 3.26638 5.26020 0.79114
N6 1.75313 3.64587 0.33142
C18 0.84568 2.88430 -0.53322
H36 3.19350 4.39512 -2.05884
H37 2.93209 6.04731 -1.68759
H38 1.50746 5.03785 -1.87009
H39 1.77392 3.44975 1.31820
H40 1.29454 2.45317 -1.42328
H41 0.07903 3.61263 -0.80720
H42 0.40874 2.09564 0.06641
C19 -5.12298 0.13579 2.60766
C20 -5.37484 -1.34891 2.68838
O7 -6.22104 -1.81340 3.43434
N7 -4.61189 -2.09114 1.86233
C21 -4.64204 -3.52332 1.82093
H43 -5.72252 0.70776 3.30869
H44 -5.42246 0.50044 1.61935
H45 -4.07248 0.38255 2.74544
H46 -3.91412 -1.63269 1.28146
H47 -4.95136 -3.87796 0.84022
H48 -5.32184 -3.90655 2.57775
H49 -3.65829 -3.92402 2.07940
C22 -1.56335 -1.94524 -4.98837
C23 -1.10811 -1.11219 -3.80977
O8 0.09346 -0.37919 -4.08027
C24 0.00028 0.75324 -4.71949
O9 -1.01237 1.25623 -5.11723
C25 1.36900 1.42742 -4.84210
F7 2.34097 0.60167 -4.63641
F8 1.53334 1.99815 -6.01458
F9 1.43380 2.37734 -3.91989
H50 -2.19268 -2.74711 -4.59232
H51 -0.74920 -2.41153 -5.54075
H52 -2.19061 -1.40180 -5.69649
H53 -0.83146 -1.78367 -2.99707
H54 -1.91826 -0.51606 -3.39109
C26 4.23003 1.48106 2.31425
C27 3.48500 0.17257 2.31262
O10 4.12077 -0.75418 3.22877
C28 5.21088 -1.29733 2.81504
O11 5.63048 -1.21477 1.73819
C29 5.91199 -2.13596 3.89215
F10 5.94413 -3.43810 3.51214
F11 7.16397 -1.68992 4.07246
F12 5.24547 -2.06084 5.05702
H55 4.14860 2.04712 3.23919
H56 3.95588 2.13424 1.48082
H57 5.29461 1.30257 2.12902
H58 3.40794 -0.33332 1.35300
H59 2.46979 0.28925 2.68353

=====

ORCA calculation (ωB97M-V/def2-TZVPD) on 6 unconnected molecules or ions with the total composition C29H59BNO9 in a non-equilibrium geometry.

Calculated values
Total charge: -1
HOMO-LUMO gap in eV: 5.88
Electronic energy in Eh: -1896.99513

CARTESIAN COORDINATES (ANGSTROEM)
C1 -0.36686 3.18196 0.93573
C2 0.74720 3.93770 1.92269
O1 2.06108 3.96514 1.19825
B1 3.15904 3.66318 2.18368
O2 3.38072 4.65114 3.29713
N1 3.94200 2.37129 2.03230
C3 3.04539 1.14902 1.96323
C4 3.51127 -0.06239 2.99652
C5 3.65163 0.40623 4.55986
C6 2.24151 0.53348 5.38374
C7 1.02256 -0.41554 4.83722
C8 1.78505 2.13234 5.56288
C9 3.25266 0.50860 0.43206
O3 3.24966 1.40288 -0.59545
O4 3.42001 -0.93725 0.16250
H1 -0.30787 3.61227 -0.17105
H2 -1.46608 3.25241 1.38713
H3 -0.13212 2.01305 0.89347
H4 0.41248 5.04827 2.20165
H5 0.92881 3.27731 2.90043
H6 4.08455 4.25291 3.90680
H7 4.70277 2.26985 2.74315
H8 1.90047 1.37187 2.05630
H9 4.60998 -0.36329 2.63979
H10 2.84807 -1.00888 2.81364
H11 4.23238 1.42183 4.69856
H12 4.30819 -0.41728 5.10802
H13 2.47334 0.16839 6.49637
H14 0.72330 -0.24377 3.71753
H15 1.20486 -1.57329 5.05698
H16 0.05332 -0.14075 5.47806
H17 0.77153 2.34517 5.01064
H18 1.63526 2.34722 6.72708
H19 2.66884 2.85110 5.21303
C10 -3.36660 2.77612 -3.90611
C11 -2.30968 1.70223 -3.92629
C12 -1.34189 2.19031 -2.87045
O5 -2.11283 2.91596 -1.90287
C13 -3.42575 3.13459 -2.43735
H20 -4.33097 2.45124 -4.30476
H21 -3.02794 3.64117 -4.48865
H22 -2.74740 0.74539 -3.61817
H23 -1.84084 1.56478 -4.90395
H24 -0.60456 2.87966 -3.29530
H25 -0.81034 1.37085 -2.37810
H26 -4.11925 2.48084 -1.89726
H27 -3.72365 4.17336 -2.27032
C14 1.89028 3.34132 -6.91445
C15 0.64232 4.13240 -7.21031
C16 -0.37513 3.03941 -7.45483
O6 0.01664 1.91860 -6.65020
C17 1.34037 2.15602 -6.15160
H28 2.64142 3.89997 -6.35038
H29 2.34643 3.00313 -7.85248
H30 0.35685 4.71808 -6.32852
H31 0.74538 4.81644 -8.05647
H32 -0.36906 2.71764 -8.50163
H33 -1.39122 3.34563 -7.18980
H34 1.25964 2.37603 -5.08151
H35 1.94892 1.25636 -6.27798
C18 -5.93502 5.35265 -7.34385
C19 -6.92690 4.23646 -7.54637
C20 -6.38583 3.16149 -6.62914
O7 -5.73564 3.83184 -5.54056
C21 -5.60636 5.22113 -5.87281
H36 -6.32402 6.33949 -7.60712
H37 -5.03765 5.16546 -7.94553
H38 -7.91861 4.55511 -7.20424
H39 -7.01289 3.90748 -8.58507
H40 -5.63662 2.54533 -7.13747
H41 -7.17156 2.50659 -6.24161
H42 -6.31872 5.77968 -5.25588
H43 -4.59552 5.56443 -5.63608
C22 0.39977 -5.51932 4.61242
C23 -1.05797 -5.71084 4.94265
C24 -1.40492 -4.40115 5.61642
O8 -0.56172 -3.39752 5.03430
C25 0.45382 -4.04916 4.25888
H44 0.75626 -6.16504 3.80593
H45 1.01042 -5.71243 5.50244
H46 -1.63645 -5.81987 4.01769
H47 -1.25536 -6.58087 5.57400
H48 -1.18973 -4.43700 6.68963
H49 -2.45440 -4.12467 5.48002
H50 0.22147 -3.88701 3.20070
H51 1.42744 -3.60083 4.47508
C26 3.57025 -10.03298 3.63139
C27 2.23506 -10.52767 4.12463
C28 1.70012 -9.31729 4.85843
O9 2.23761 -8.16119 4.20141
C29 3.27007 -8.58718 3.30153
H52 3.95835 -10.59338 2.77711
H53 4.30793 -10.08629 4.44092
H54 1.58848 -10.76299 3.27103
H55 2.30168 -11.41573 4.75821
H56 2.04225 -9.29978 5.89862
H57 0.60731 -9.27092 4.84971
H58 2.88632 -8.48483 2.28060
H59 4.14519 -7.94090 3.41184

=====

ORCA calculation (ωB97M-V/def2-TZVPD) on a molecular structure, C29H59ClN4OsSi2 in a non-equilibrium geometry.

Calculated values
Total charge: -2
HOMO-LUMO gap (spin up / spin down) in eV: 1.32 / 4.30
Expectation value of S²: 6.012
Relative energy (zero: lowest compared OMol25 entry of this formula, charge and spin) in kcal per mole: 19.2
Multiplicity: 5
Electronic energy in Eh: -2489.03107

CARTESIAN COORDINATES (ANGSTROEM)
Os1 -0.35234 0.14478 -1.09871
Cl1 0.79496 -1.74530 -1.92560
C1 -0.09736 0.84750 2.99754
C2 -0.16284 1.08574 0.75710
N1 0.47532 0.46723 1.80738
H1 -1.60858 2.41180 3.37535
N2 -1.00366 1.99620 1.35917
H2 0.18048 0.42228 3.94920
C3 1.44704 -0.61967 1.62001
C4 2.19732 -0.85752 2.92355
C5 0.66073 -1.85196 1.20620
H3 1.53899 -1.24681 3.71078
H4 2.98468 -1.60196 2.75054
H5 2.67673 0.06493 3.27380
H6 3.09774 -0.97408 0.29294
H7 2.95958 0.70990 0.87756
H8 -0.01664 -1.59645 0.35086
C6 2.39987 -0.16240 0.52520
H9 0.03044 -2.20912 2.02636
H10 1.34182 -2.64520 0.87293
H11 1.89180 0.12043 -0.42307
C7 -1.00128 1.81164 2.71954
C8 -3.29209 2.77879 0.97812
H12 -3.50525 2.91470 2.04611
H13 -3.88539 3.51333 0.41860
C9 -1.81140 3.04059 0.71356
H14 -2.20822 3.47686 -1.36898
C10 -1.48215 4.36867 1.39672
H15 -0.40575 4.57691 1.36939
H16 -3.61725 1.77429 0.69132
H17 -1.18203 2.01096 -1.12242
H18 -1.81533 4.37053 2.44261
H19 -2.00705 5.18031 0.87850
C11 -1.41093 3.05666 -0.74951
H20 -0.48924 3.63260 -0.88357
C12 0.24235 -2.16461 -7.35430
N3 0.47255 -2.04947 -6.00468
H21 -0.68955 -0.76072 -8.72502
N4 -0.54383 -0.27383 -6.61788
H22 0.55954 -2.99462 -7.95146
C13 1.24334 -3.08290 -5.27110
C14 1.72714 -4.14049 -6.24841
C15 2.46474 -2.40381 -4.67357
H23 2.38566 -3.71728 -7.01677
H24 2.31169 -4.88909 -5.69747
H25 0.89316 -4.67258 -6.72433
H26 0.87150 -4.51994 -3.71781
H27 -0.51544 -4.23972 -4.80344
H28 2.19808 -1.60608 -3.97957
C16 0.31768 -3.75718 -4.27881
H29 3.07411 -1.99573 -5.48979
H30 3.06563 -3.14860 -4.13903
H31 -0.07712 -3.03525 -3.56034
C17 -0.38170 -1.05059 -7.73866
C18 -0.19867 2.09755 -6.17135
H32 0.64642 2.15221 -6.86644
H33 -0.69251 3.07567 -6.15539
C19 -1.18250 1.06212 -6.68673
H34 -2.96396 2.01382 -5.96396
C20 -1.50168 1.37802 -8.13498
H35 -2.21967 0.66310 -8.55648
H36 0.18534 1.88109 -5.17514
H37 -2.36649 0.72091 -4.89098
H38 -0.59582 1.40959 -8.75171
H39 -1.96722 2.37008 -8.18235
C21 -2.49669 1.02025 -5.93607
H40 -3.17884 0.30582 -6.41611
C22 -0.06975 -0.90067 -5.49925
C23 -5.01943 -1.27336 0.11438
Si1 -3.19162 -1.73610 0.22338
C24 -2.77776 -1.86455 2.04529
C25 -2.91709 -3.42213 -0.53440
C26 -2.16820 -0.32117 -0.56320
Si2 -2.29776 -0.18601 -2.45121
C27 -0.59433 0.74150 -3.08178
C28 -2.58946 -1.67154 -3.54421
C29 -3.74934 1.00974 -2.70373
H41 -5.59989 -2.05295 0.62761
H42 -5.37904 -1.20372 -0.91959
H43 -5.22523 -0.31773 0.61605
H44 -2.34820 -0.93794 2.44368
H45 -2.07394 -2.68594 2.23312
H46 -3.70287 -2.07534 2.60288
H47 -3.55408 -3.58924 -1.41092
H48 -1.86937 -3.58791 -0.81418
H49 -3.18945 -4.16775 0.22598
H50 -2.57735 0.62893 -0.12819
H51 -0.27938 0.12482 -3.97387
H52 -0.91728 1.74898 -3.37329
H53 0.44412 0.94483 -2.55259
H54 -3.63012 -1.67009 -3.90453
H55 -1.91877 -1.60977 -4.41586
H56 -2.39416 -2.61560 -3.02332
H57 -3.64632 1.60711 -3.62059
H58 -4.66665 0.40379 -2.77680
H59 -3.83776 1.69443 -1.84694

=====

ORCA calculation (ωB97M-V/def2-TZVPD) on 3 unconnected molecules or ions with the total composition C29H59FN5O7S3 in a non-equilibrium geometry.

Calculated values
Total charge: +1
HOMO-LUMO gap in eV: 6.90
Electronic energy in Eh: -3234.93157

CARTESIAN COORDINATES (ANGSTROEM)
N1 -2.89307 -0.63586 0.24959
C1 -1.96046 0.21544 -0.44355
N2 -2.70980 1.34849 -0.96565
N3 -0.94527 0.80301 0.44080
C2 -1.34511 -0.47222 -1.70203
N4 -0.87940 -1.89585 -1.58064
F1 -1.98737 -2.73484 -1.56991
C3 -0.12648 -2.19111 -0.32176
C4 0.44443 -3.59960 -0.22456
C5 0.92260 -3.84109 1.23157
C6 2.43960 -4.03186 1.31367
C7 3.24803 -2.86209 0.70562
C8 4.25425 -2.26562 1.68571
C9 4.84241 -0.95036 1.17739
C10 5.93561 -0.42985 2.10918
C11 6.70546 0.77284 1.51287
C12 6.73608 1.95254 2.49110
C13 5.40474 2.72109 2.50078
C14 5.57443 4.14766 3.05486
N5 4.67846 4.46382 4.15825
C15 5.07288 5.11562 5.29204
C16 3.95496 5.28180 6.09574
C17 2.85946 4.71048 5.41066
C18 3.33498 4.20918 4.20721
C19 -0.04856 -2.34461 -2.75907
C20 -0.36081 -1.65007 -4.09445
C21 -0.03376 -2.60709 -5.25130
S1 1.66293 -2.56931 -5.81132
O1 1.74175 -1.73160 -6.96796
O2 2.09028 -3.91972 -5.96987
O3 2.42104 -1.86864 -4.60614
H1 -2.57097 -0.94820 1.15138
H2 -3.78974 -0.18189 0.33241
H3 -3.29979 1.09304 -1.74516
H4 -2.09199 2.10450 -1.21583
H5 -0.01771 0.68068 0.05117
H6 -0.91949 0.32460 1.33275
H7 -2.11349 -0.48101 -2.46017
H8 -0.47646 0.10176 -2.01239
H9 0.67705 -1.46299 -0.25896
H10 -0.77312 -2.03161 0.52988
H11 -0.33179 -4.31023 -0.49480
H12 1.30811 -3.74595 -0.86599
H13 0.46418 -4.75000 1.60674
H14 0.66309 -2.98501 1.85323
H15 2.70985 -4.09367 2.36448
H16 2.72490 -4.95292 0.81342
H17 2.60699 -2.04072 0.38233
H18 3.82859 -3.23184 -0.13685
H19 3.79527 -2.06731 2.65550
H20 5.09020 -2.94584 1.84362
H21 4.05737 -0.19150 1.16123
H22 5.27934 -1.07228 0.18666
H23 6.64755 -1.22238 2.33471
H24 5.48657 -0.12619 3.05382
H25 7.72528 0.50203 1.25957
H26 6.16507 1.10254 0.62615
H27 6.92127 1.60369 3.50674
H28 7.53167 2.63803 2.20477
H29 5.10460 2.80276 1.45582
H30 4.62836 2.17010 3.02435
H31 5.39394 4.85472 2.24733
H32 6.59342 4.28012 3.39912
H33 6.07536 5.43672 5.49874
H34 3.89563 5.77150 7.05001
H35 1.83918 4.66204 5.74558
H36 2.79555 3.71523 3.42270
H37 0.98287 -2.13290 -2.50148
H38 -0.20376 -3.40721 -2.88184
H39 -1.40789 -1.39155 -4.20593
H40 0.24143 -0.75375 -4.18769
H41 -0.60976 -2.30264 -6.11846
H42 -0.30215 -3.63573 -5.03575
H43 3.00187 -1.19231 -4.99260
C22 -5.29970 4.78417 -4.25362
C23 -5.38342 5.28652 -2.80540
C24 -4.22572 4.64445 -2.02898
S2 -2.92533 4.34951 -3.23482
O4 -2.72203 2.91871 -3.35979
O5 -1.80863 5.21821 -2.97730
C25 -3.83597 4.92620 -4.66104
H44 -5.95190 5.34862 -4.91709
H45 -5.59935 3.73488 -4.29996
H46 -5.27990 6.37259 -2.78987
H47 -6.34043 5.04288 -2.34818
H48 -3.83417 5.29310 -1.24997
H49 -4.50613 3.68317 -1.60119
H50 -3.56090 4.33237 -5.52947
H51 -3.56429 5.96916 -4.81859
C26 -5.59224 -4.61440 1.84661
C27 -7.00801 -4.23481 2.30240
C28 -7.00167 -2.73287 2.61765
S3 -5.73131 -2.01083 1.57390
O6 -4.67329 -1.49693 2.41346
O7 -6.33345 -1.18177 0.56031
C29 -5.17885 -3.54621 0.83778
H52 -5.56137 -5.60975 1.40684
H53 -4.91239 -4.60239 2.70128
H54 -7.71686 -4.43995 1.49848
H55 -7.32128 -4.81277 3.16947
H56 -7.95067 -2.25494 2.39004
H57 -6.72685 -2.53545 3.65178
H58 -4.10649 -3.49416 0.66335
H59 -5.70810 -3.66437 -0.10725